[1]
Density functional theory data (the ωB97M-V functional and the def2-TZVPD basis) for the molecule C13H14N2OS2.

Results
- HOMO energy: -0.316 Eh
- Multiplicity: 1
- ΔE to the lowest compared entry with this formula, charge and spin: 254.23 kJ/mol
- Kohn-Sham gap: 0.325 Ha

Cartesian coordinates (Å):
S1 6.951 0.641 -1.336
C1 5.908 0.619 -0.206
N1 5.044 0.805 0.540
N2 -0.457 0.303 1.061
O1 3.791 1.038 3.173
S2 0.261 0.170 -1.388
C2 -0.999 0.175 -0.119
C3 1.656 0.743 2.144
C4 2.825 0.379 -0.340
C5 3.634 0.672 0.762
C6 0.876 0.531 1.080
C7 3.095 0.862 2.015
C8 1.481 0.354 -0.117
C9 4.212 2.428 3.222
C10 -2.643 -1.487 0.150
C11 -2.854 0.130 -1.805
C12 -3.375 0.908 0.509
C13 -2.454 -0.080 -0.343
H1 1.494 0.903 3.126
H2 3.274 0.282 -1.270
H3 4.985 2.616 2.505
H4 3.486 3.125 2.778
H5 4.451 2.666 4.210
H6 -2.377 -1.518 1.194
H7 -2.044 -2.140 -0.371
H8 -3.670 -1.910 -0.004
H9 -2.728 1.044 -2.244
H10 -2.184 -0.542 -2.372
H11 -3.861 -0.286 -1.844
H12 -3.229 0.745 1.585
H13 -4.476 0.855 0.357
H14 -3.138 1.904 0.282

=====

[2]
Density functional theory data (the ωB97M-V functional and the def2-TZVPD basis) for a structure of composition C27H34F2N7Pt.

Results
- HOMO energy: -0.363 Eh
- Multiplicity: 1
- Total charge: +1
- Kohn-Sham gap: 0.275 Ha

Cartesian coordinates (Å):
Pt1 0.130 -0.299 -0.247
F1 -1.741 -5.243 0.500
C1 -0.868 -4.449 -0.146
C2 -0.793 -3.121 0.226
C3 0.107 -2.272 -0.409
C4 0.858 -2.794 -1.488
C5 0.740 -4.140 -1.816
F2 1.455 -4.643 -2.838
C6 -0.103 -5.003 -1.151
C7 1.660 -1.813 -2.212
C8 2.660 -2.076 -3.145
C9 3.416 -1.038 -3.652
C10 3.181 0.253 -3.202
C11 2.166 0.456 -2.294
N1 1.387 -0.535 -1.841
H1 -1.481 -2.761 0.973
H2 -0.186 -6.045 -1.423
H3 2.850 -3.095 -3.438
H4 4.202 -1.236 -4.367
H5 3.777 1.089 -3.537
H6 1.965 1.436 -1.893
C12 1.749 -1.283 2.727
N2 0.383 -1.627 3.123
C13 0.234 -2.942 3.755
C14 -0.650 -0.905 2.660
N3 -0.452 0.022 1.701
C15 -0.895 1.336 1.975
C16 -1.233 1.781 3.255
C17 -1.690 3.070 3.467
C18 -1.808 3.942 2.396
C19 -1.402 3.536 1.136
C20 -0.881 2.259 0.922
N4 -0.433 1.780 -0.327
C21 -0.232 2.636 -1.325
N5 -0.754 2.373 -2.544
C22 -0.142 2.783 -3.800
C23 -1.809 1.378 -2.695
N6 0.457 3.791 -1.164
C24 0.105 5.034 -1.832
C25 1.446 3.918 -0.106
N7 -1.872 -1.089 3.202
C26 -3.066 -0.755 2.438
C27 -2.099 -1.324 4.620
H7 2.408 -1.468 3.574
H8 1.799 -0.236 2.447
H9 2.069 -1.888 1.877
H10 1.230 -3.348 3.903
H11 -0.322 -3.630 3.122
H12 -0.246 -2.889 4.728
H13 -1.140 1.110 4.099
H14 -1.956 3.387 4.467
H15 -2.202 4.939 2.540
H16 -1.492 4.223 0.305
H17 0.724 3.414 -3.627
H18 -0.862 3.332 -4.410
H19 0.174 1.899 -4.358
H20 -2.383 1.305 -1.776
H21 -1.400 0.393 -2.930
H22 -2.462 1.695 -3.508
H23 -0.765 4.892 -2.466
H24 0.933 5.412 -2.435
H25 -0.135 5.787 -1.076
H26 1.741 2.932 0.244
H27 1.054 4.485 0.743
H28 2.320 4.436 -0.504
H29 -2.827 -0.718 1.378
H30 -3.475 0.211 2.744
H31 -3.814 -1.530 2.610
H32 -1.169 -1.230 5.173
H33 -2.538 -2.306 4.804
H34 -2.791 -0.562 4.984

=====

[3]
Density functional theory data (the ωB97M-V functional and the def2-TZVPD basis) for a cluster of 2 separate species, C17H19N in total.

Results
- HOMO energy: -0.287 Eh
- Multiplicity: 1
- ΔE to the lowest compared entry with this formula, charge and spin: 193.19 kJ/mol
- Kohn-Sham gap: 0.316 Ha
- SMILES string: Cc1c[nH]c2ccccc12.CCc1ccccc1

Cartesian coordinates (Å):
C1 1.459 2.435 0.577
C2 0.065 2.391 0.113
C3 -0.997 2.073 0.856
N1 -2.135 1.890 0.016
C4 -1.820 2.324 -1.253
C5 -2.529 2.675 -2.362
C6 -1.802 2.880 -3.559
C7 -0.471 3.011 -3.620
C8 0.288 2.775 -2.467
C9 -0.387 2.510 -1.302
H1 1.692 3.445 0.939
H2 2.126 1.894 -0.149
H3 1.480 1.770 1.456
H4 -1.119 1.952 1.970
H5 -3.066 1.573 0.291
H6 -3.602 2.370 -2.410
H7 -2.427 3.058 -4.452
H8 0.082 3.322 -4.490
H9 1.321 2.974 -2.431
C10 3.185 -2.650 0.375
C11 1.712 -2.194 -0.013
C12 0.557 -2.704 0.912
C13 -0.730 -2.766 0.403
C14 -1.738 -3.103 1.344
C15 -1.553 -2.869 2.740
C16 -0.248 -2.570 3.157
C17 0.785 -2.596 2.279
H10 3.938 -1.926 -0.062
H11 3.518 -3.647 0.118
H12 3.303 -2.557 1.451
H13 1.920 -1.127 0.075
H14 1.447 -2.459 -1.012
H15 -0.958 -2.719 -0.673
H16 -2.738 -3.235 0.989
H17 -2.356 -3.086 3.394
H18 -0.024 -2.530 4.196
H19 1.821 -2.582 2.606

=====

[4]
Density functional theory data (the ωB97M-V functional and the def2-TZVPD basis) for a cluster of 4 separate species, C31H63N5O10 in total.

Results
- HOMO energy: -0.315 Eh
- Multiplicity: 1
- Kohn-Sham gap: 0.290 Ha
- SMILES string: CCNC1=C(CC(=O)O)C(=O)C=C(CCCN)C1=O.COCCNCCOC.COCCNCCOC.COCCNCCOC

Cartesian coordinates (Å):
C1 6.258 -2.843 1.932
C2 7.208 -2.657 0.756
N1 7.988 -1.420 0.895
C3 7.321 -0.193 0.948
C4 7.916 0.930 1.364
C5 9.331 1.034 1.849
C6 10.416 0.354 1.052
O1 11.421 -0.125 1.513
O2 10.165 0.365 -0.284
C7 7.112 2.186 1.357
O3 7.635 3.273 1.251
C8 5.644 2.037 1.541
C9 5.024 0.934 1.135
C10 3.551 0.691 1.345
C11 2.844 -0.310 0.434
C12 1.320 -0.289 0.660
N2 0.798 -1.231 1.652
C13 5.903 -0.064 0.440
O4 5.546 -0.688 -0.529
H1 6.017 -3.899 2.054
H2 5.318 -2.303 1.800
H3 6.741 -2.512 2.853
H4 7.935 -3.470 0.751
H5 6.666 -2.703 -0.190
H6 8.733 -1.383 0.210
H7 9.589 2.098 1.861
H8 9.418 0.667 2.872
H9 10.895 -0.114 -0.700
H10 5.112 2.862 2.000
H11 3.421 0.385 2.391
H12 3.045 1.656 1.245
H13 3.191 -1.326 0.649
H14 3.066 -0.092 -0.607
H15 1.038 0.709 1.010
H16 0.805 -0.450 -0.287
H17 1.058 -0.966 2.593
H18 1.155 -2.164 1.479
C14 -1.668 1.476 -5.544
O5 -0.672 2.471 -5.681
C15 -1.056 3.760 -5.225
C16 -0.322 4.127 -3.953
N3 -0.765 3.289 -2.850
C17 0.006 3.404 -1.622
C18 1.480 3.017 -1.656
O6 1.712 1.638 -1.874
C19 1.727 1.224 -3.228
H19 -1.321 0.585 -6.063
H20 -1.854 1.212 -4.498
H21 -2.614 1.794 -5.992
H22 -2.137 3.800 -5.060
H23 -0.802 4.481 -6.007
H24 -0.534 5.174 -3.710
H25 0.756 4.048 -4.155
H26 -0.766 2.324 -3.152
H27 -0.480 2.775 -0.871
H28 -0.064 4.437 -1.264
H29 1.894 3.238 -0.668
H30 2.053 3.609 -2.380
H31 2.115 2.008 -3.883
H32 0.736 0.926 -3.584
H33 2.384 0.356 -3.293
C20 -4.426 0.689 7.655
O7 -4.523 -0.605 7.101
C21 -5.493 -0.740 6.069
C22 -4.837 -0.994 4.730
N4 -4.109 0.177 4.271
C23 -3.290 -0.035 3.083
C24 -2.148 -1.041 3.151
O8 -1.086 -0.648 4.006
C25 -1.258 -0.945 5.376
H34 -3.773 0.618 8.523
H35 -4.000 1.415 6.953
H36 -5.403 1.059 7.980
H37 -6.124 0.153 6.022
H38 -6.128 -1.595 6.321
H39 -5.618 -1.232 4.000
H40 -4.203 -1.886 4.834
H41 -3.524 0.518 5.022
H42 -2.860 0.931 2.805
H43 -3.953 -0.333 2.263
H44 -1.704 -1.115 2.157
H45 -2.493 -2.046 3.426
H46 -1.825 -1.871 5.519
H47 -1.763 -0.142 5.922
H48 -0.267 -1.073 5.812
C26 -5.285 -3.394 -0.818
O9 -5.959 -3.594 -2.042
C27 -7.132 -2.810 -2.213
C28 -6.948 -1.782 -3.307
N5 -5.985 -0.768 -2.913
C29 -5.596 0.162 -3.964
C30 -4.901 -0.394 -5.203
O10 -3.606 -0.911 -4.959
C31 -3.555 -2.253 -4.515
H49 -4.510 -4.155 -0.750
H50 -4.815 -2.406 -0.753
H51 -5.964 -3.507 0.034
H52 -7.402 -2.320 -1.272
H53 -7.946 -3.484 -2.493
H54 -7.912 -1.299 -3.499
H55 -6.663 -2.320 -4.223
H56 -5.159 -1.223 -2.547
H57 -4.928 0.903 -3.517
H58 -6.491 0.701 -4.294
H59 -4.765 0.440 -5.897
H60 -5.510 -1.145 -5.721
H61 -4.362 -2.850 -4.951
H62 -3.610 -2.335 -3.426
H63 -2.599 -2.666 -4.837

=====

[5]
Density functional theory data (the ωB97M-V functional and the def2-TZVPD basis) for a cluster of 10 separate species, C27H50Cl18N2O3PS in total.

Results
- HOMO energy: -0.385 Eh
- Multiplicity: 1
- Total charge: +1
- Kohn-Sham gap: 0.238 Ha

Cartesian coordinates (Å):
C1 1.810 0.214 3.199
C2 1.190 -0.927 2.371
N1 1.620 -0.994 0.937
C3 2.122 0.191 0.424
N2 3.417 0.189 0.071
C4 4.074 1.243 -0.447
C5 5.540 1.022 -0.740
C6 5.829 -0.028 -1.870
C7 4.624 -0.468 -2.709
O1 4.092 0.618 -3.472
C8 3.398 2.419 -0.657
P1 4.397 3.827 -1.336
C9 3.469 4.773 -2.624
C10 4.887 4.899 0.092
C11 2.014 2.469 -0.322
C12 1.261 3.776 -0.525
O2 1.820 4.820 -0.280
O3 -0.054 3.802 -0.934
C13 -0.183 3.978 -2.349
S1 -1.960 4.259 -2.741
C14 -3.001 3.477 -1.478
C15 -3.705 2.174 -2.019
C16 1.369 1.354 0.210
C17 -0.091 1.317 0.607
C18 -0.851 0.214 -0.221
H1 1.605 -0.020 4.252
H2 2.900 0.296 3.114
H3 1.326 1.184 3.030
H4 1.463 -1.868 2.861
H5 0.097 -0.856 2.435
H6 2.389 -1.662 0.915
H7 3.941 -0.671 0.210
H8 6.076 1.949 -0.929
H9 5.961 0.611 0.195
H10 6.617 0.316 -2.548
H11 6.225 -0.939 -1.394
H12 3.838 -0.985 -2.138
H13 4.999 -1.205 -3.438
H14 3.144 0.648 -3.307
H15 3.064 5.717 -2.229
H16 2.641 4.189 -3.047
H17 4.186 5.046 -3.405
H18 4.282 5.807 0.178
H19 4.780 4.294 1.005
H20 5.958 5.115 0.020
H21 0.156 3.107 -2.927
H22 0.319 4.895 -2.687
H23 -3.791 4.165 -1.160
H24 -2.462 3.185 -0.570
H25 -3.298 1.325 -1.465
H26 -4.786 2.228 -1.856
H27 -3.457 2.109 -3.082
H28 -0.217 1.053 1.662
H29 -0.612 2.265 0.472
H30 -0.147 -0.474 -0.703
H31 -1.462 0.652 -1.014
H32 -1.437 -0.405 0.465
C19 -5.297 -0.178 0.233
Cl1 -4.044 0.754 1.065
Cl2 -4.734 -1.805 -0.155
H33 -6.164 -0.252 0.878
H34 -5.558 0.331 -0.688
C20 -3.923 5.687 -5.458
Cl3 -5.231 4.844 -4.610
Cl4 -4.397 6.135 -7.098
H35 -3.676 6.584 -4.908
H36 -3.062 5.031 -5.508
C21 -6.804 -3.866 2.251
Cl5 -5.290 -3.653 3.143
Cl6 -7.586 -2.312 1.931
H37 -6.589 -4.351 1.305
H38 -7.473 -4.480 2.838
C22 2.307 -4.795 0.067
Cl7 3.536 -3.938 1.028
Cl8 2.911 -6.338 -0.519
H39 1.437 -4.971 0.692
H40 2.036 -4.178 -0.786
C23 -6.079 -6.541 5.161
Cl9 -4.688 -7.632 5.175
Cl10 -7.168 -6.896 3.813
H41 -6.626 -6.658 6.090
H42 -5.723 -5.523 5.064
C24 -4.899 -10.683 7.752
Cl11 -6.538 -11.340 7.824
Cl12 -3.683 -11.966 7.727
H43 -4.801 -10.092 6.849
H44 -4.733 -10.062 8.626
C25 2.587 -4.515 -4.350
Cl13 1.413 -4.357 -3.028
Cl14 3.537 -5.992 -4.206
H45 2.047 -4.535 -5.290
H46 3.258 -3.663 -4.324
C26 -0.820 8.628 -4.483
Cl15 -1.082 6.946 -4.976
Cl16 -1.838 9.734 -5.403
H47 -1.060 8.722 -3.429
H48 0.221 8.882 -4.653
C27 2.593 -3.405 5.729
Cl17 1.321 -2.217 6.033
Cl18 3.659 -2.909 4.402
H49 3.188 -3.518 6.628
H50 2.131 -4.350 5.467

=====

[6]
Density functional theory data (the ωB97M-V functional and the def2-TZVPD basis) for a structure of composition C37H37FN7O5PRe.

Results
- HOMO energy (spin up / spin down): -0.427 / -0.420 Eh
- Multiplicity: 2
- Total charge: +2
- ΔE to the lowest compared entry with this formula, charge and spin: 361.93 kJ/mol
- Kohn-Sham gap (spin up / spin down): 0.143 / 0.142 Ha

Cartesian coordinates (Å):
Re1 0.014 -1.389 -0.157
O1 2.210 -5.719 -0.453
C1 1.823 -4.485 -0.146
O2 2.246 -3.483 -0.666
C2 0.813 -4.478 0.961
C3 0.714 -5.550 1.823
C4 -0.151 -5.466 2.908
C5 -0.885 -4.312 3.079
C6 -0.738 -3.291 2.156
N1 0.084 -3.359 1.108
C7 -1.511 -2.007 2.307
O3 -2.409 -1.915 3.099
O4 -1.110 -1.025 1.507
H1 2.896 -5.670 -1.140
H2 1.318 -6.429 1.652
H3 -0.235 -6.288 3.607
H4 -1.575 -4.174 3.899
N2 0.952 -1.923 -7.273
C8 0.023 -2.385 -6.409
O5 -1.021 -2.903 -6.735
C9 0.311 -2.218 -4.929
C10 1.073 -1.193 -4.390
C11 1.128 -1.043 -3.019
N3 0.491 -1.871 -2.179
C12 -0.199 -2.903 -2.707
C13 -0.328 -3.094 -4.063
H5 0.769 -2.020 -8.259
H6 1.852 -1.587 -6.983
H7 1.589 -0.472 -5.012
H8 1.660 -0.213 -2.571
H9 -0.670 -3.577 -2.000
H10 -0.935 -3.896 -4.459
C14 5.085 2.773 -0.495
C15 5.516 1.353 -0.855
C16 4.869 0.892 -2.158
C17 5.264 0.383 0.296
N4 3.827 0.098 0.511
C18 3.030 -0.744 -0.119
N5 1.810 -0.540 0.320
N6 1.876 0.463 1.254
N7 3.088 0.838 1.369
H11 5.204 3.435 -1.353
H12 5.681 3.178 0.324
H13 4.034 2.808 -0.193
H14 6.600 1.338 -0.988
H15 3.781 1.025 -2.123
H16 5.093 -0.155 -2.389
H17 5.235 1.493 -2.990
H18 5.618 0.800 1.236
H19 5.751 -0.576 0.128
H20 3.330 -1.501 -0.824
C19 -4.052 0.329 1.410
P1 -2.628 1.261 1.983
C20 -2.528 1.272 3.758
C21 -3.647 0.988 4.540
C22 -3.539 1.035 5.921
C23 -2.320 1.340 6.517
C24 -1.203 1.609 5.737
C25 -1.303 1.572 4.355
C26 -2.807 2.921 1.385
C27 -2.359 4.015 2.141
C28 -2.571 5.300 1.676
C29 -3.198 5.504 0.450
C30 -3.606 4.422 -0.323
C31 -3.401 3.133 0.133
H21 -4.953 0.923 1.568
H22 -4.101 -0.609 1.962
H23 -3.944 0.121 0.346
H24 -4.600 0.744 4.087
H25 -4.407 0.831 6.534
H26 -2.240 1.360 7.597
H27 -0.256 1.843 6.204
H28 -0.431 1.771 3.742
H29 -1.878 3.861 3.098
H30 -2.257 6.146 2.273
H31 -3.367 6.512 0.095
H32 -4.084 4.586 -1.281
H33 -3.711 2.295 -0.478
F1 -2.311 3.479 -3.235
C32 -1.815 2.465 -2.511
C33 -2.380 1.212 -2.647
C34 -1.846 0.173 -1.891
C35 -0.765 0.351 -1.006
C36 -0.266 1.658 -0.892
C37 -0.773 2.712 -1.642
H34 -3.197 1.058 -3.341
H35 -2.296 -0.811 -2.021
H36 0.532 1.877 -0.191
H37 -0.379 3.718 -1.556

=====

The calculation returns the following electronic energy values, one per record and in order: -1484.83934; -1751.43644; -713.88869; -2245.00198; -10416.71514; -2710.58766 a.u..